Molecular formula: C38H22N9O3PbS
Method: DFT, the ωB97M-V functional and the def2-TZVPD basis

XYZ file:
```
74
Properties=species:S:1:pos:R:3:forces:R:3:mulliken_charge:R:1
Pb -10.66655 -17.85174 -4.39319 0.012 0.060 -0.041 1.157
C -9.78702 -22.78745 -9.14092 0.759 1.044 0.198 -0.636
C -10.97445 -23.29772 -8.60075 0.154 -0.517 -0.563 -0.622
C -11.51534 -22.76376 -7.45151 -1.266 -0.713 0.533 -0.082
C -10.89079 -21.68373 -6.86515 0.372 0.007 -0.384 0.740
C -11.17945 -20.92271 -5.67868 -0.080 0.524 0.525 -0.622
N -10.28687 -19.89185 -5.56056 0.426 -0.298 0.260 -0.026
C -9.32301 -20.05028 -6.52182 -0.486 0.079 -0.118 -0.401
N -8.17781 -19.41446 -6.64185 0.284 0.371 0.109 -0.578
C -7.69887 -18.53638 -5.76578 -0.720 0.134 -0.089 -0.377
C -6.40541 -17.89516 -5.90490 0.096 0.452 0.241 0.463
C -5.45972 -17.90721 -6.92560 0.586 -0.084 -0.213 -0.095
C -4.31031 -17.11397 -6.74649 -0.545 -0.882 -0.526 -0.631
C -4.11961 -16.39160 -5.58076 -0.430 0.851 0.724 -0.682
C -5.07921 -16.35207 -4.56867 -0.344 0.073 0.154 -0.109
C -6.24616 -17.08909 -4.75099 0.575 -0.660 -0.490 0.329
C -7.43162 -17.30667 -3.93855 -0.217 0.384 0.451 -0.345
N -7.56157 -16.82603 -2.69974 -0.222 0.328 -0.377 -0.604
C -8.60917 -17.04391 -1.92347 -0.031 -0.592 -0.099 -0.321
N -9.70914 -17.83507 -2.21741 0.689 0.418 0.604 -0.088
C -10.44369 -17.97127 -1.06756 0.397 0.422 -1.239 -0.023
N -11.51264 -18.70751 -0.93187 -0.726 -0.456 0.747 -0.462
C -12.05152 -19.49457 -1.83939 -0.151 0.316 -0.012 -0.612
N -11.72858 -19.55754 -3.17512 -0.263 -0.815 1.142 -0.089
C -12.36922 -20.64939 -3.67282 -0.091 -0.474 -0.657 -0.617
N -12.11655 -21.27100 -4.81911 -0.683 0.244 0.029 -0.423
C -13.30002 -21.20820 -2.68735 -0.433 0.043 0.264 0.704
C -14.25608 -22.23272 -2.71831 0.581 -0.080 -0.100 -0.265
C -14.83230 -22.60152 -1.50646 -0.747 -0.568 -0.323 -0.583
C -14.58341 -21.92074 -0.32238 0.522 0.797 0.675 -0.651
C -13.69420 -20.84162 -0.30928 -0.199 -0.067 0.554 -0.116
C -13.08838 -20.49382 -1.49967 0.975 0.166 -0.861 0.525
C -9.86395 -17.16209 -0.01940 -0.099 0.447 0.879 0.147
C -10.35497 -16.86620 1.25914 0.264 0.273 -0.009 -0.176
C -9.61401 -15.96356 2.03599 -0.202 -0.523 -0.470 -0.688
C -8.44168 -15.40217 1.52212 0.777 0.235 -0.216 -0.551
C -7.97070 -15.66998 0.23451 0.407 0.257 -0.047 -0.113
C -8.69856 -16.56663 -0.53403 -0.638 -0.312 -0.228 0.374
N -8.32005 -18.08451 -4.61684 0.658 -0.680 -0.286 -0.009
C -9.73217 -21.12892 -7.41753 0.288 -0.241 -0.020 0.316
C -9.13847 -21.66962 -8.54861 -0.395 -0.932 -0.454 -0.160
H -9.33881 -23.23339 -10.03184 -0.259 0.103 0.284 0.399
H -11.47877 -24.14883 -9.08466 0.373 0.493 0.242 0.386
H -12.43566 -23.21110 -7.01544 0.788 0.508 -0.303 0.481
H -5.59104 -18.52861 -7.83032 0.014 0.501 0.647 0.490
H -3.55351 -17.07999 -7.52756 -0.175 -0.018 0.148 0.405
H -3.27243 -15.72945 -5.46588 0.228 -0.207 -0.119 0.397
H -4.97767 -15.72152 -3.68036 0.147 -0.268 -0.347 0.501
H -14.52199 -22.73339 -3.64980 0.207 0.028 0.292 0.523
H -15.52882 -23.44889 -1.46888 0.243 0.436 -0.175 0.402
H -15.07607 -22.18378 0.62136 0.187 -0.121 -0.553 0.403
H -13.45471 -20.30010 0.61038 -0.189 -0.170 -0.340 0.520
H -11.30610 -17.28513 1.60333 0.459 0.092 -0.102 0.519
H -9.94273 -15.69842 3.03471 0.005 -0.028 -0.115 0.426
H -7.81839 -14.73290 2.11965 -0.479 -0.117 0.016 0.382
H -7.07090 -15.15631 -0.15949 -0.689 -0.501 0.313 0.475
H -8.20788 -21.25187 -8.94033 -0.360 -0.210 0.049 0.545
N -7.61031 -21.20874 -2.72924 -1.608 -0.197 1.169 -0.256
C -8.36169 -21.93217 -1.86077 1.842 1.164 -1.588 0.858
C -9.50884 -22.61537 -2.31299 -1.370 -0.584 -1.263 -0.323
C -10.36916 -23.14407 -1.42586 -1.481 -0.417 -1.392 -0.365
C -10.16796 -22.95836 -0.01559 -1.601 0.344 2.355 0.187
C -8.83643 -22.56925 0.39565 1.388 1.254 0.519 -0.545
C -7.96703 -22.06601 -0.51570 0.328 -0.582 1.804 -0.595
S -10.18264 -27.22934 -0.51714 -0.509 2.089 2.179 0.719
O -9.55347 -26.60770 0.65357 -0.308 -1.239 -1.834 -0.373
O -11.45109 -26.61879 -0.85399 0.853 -0.776 -0.398 -0.346
O -11.08060 -22.97601 0.82175 1.239 -0.306 -1.531 -0.510
H -6.81993 -20.66475 -2.38439 -0.278 -0.243 -0.036 0.331
H -8.12046 -20.77652 -3.50815 0.429 -0.373 -0.065 0.021
H -9.64776 -22.69496 -3.40097 -0.210 0.090 0.532 0.520
H -11.32578 -23.63993 -1.68005 0.736 0.304 -0.198 0.555
H -8.67784 -22.47896 1.48165 0.179 -0.354 -0.635 0.465
H -6.97569 -21.74320 -0.23645 0.017 0.276 0.179 0.403
```
Forces are in eV/Å.

## Properties
Multiplicity   1
Electronic energy   -75393.64940 eV
Net charge   +1